17
Properties=species:S:1:pos:R:3:forces:R:3:mulliken_charge:R:1 method="wB97M-V/def2-TZVPD" lumo_ev="-0.38 / -0.38" charge=0
S 1.035911 1.572161 -0.209278 1.9 0.4 -0.5 -0.09
O -3.081415 -0.643299 0.343422 0.2 0.3 0.0 -0.58
C -1.725954 1.275570 -0.526239 -1.5 -0.9 3.1 -0.63
C -2.053915 -0.192418 -0.094030 -0.2 -0.2 0.4 0.18
C 1.730282 0.087772 0.675405 -1.0 0.5 1.9 -0.80
C -0.714467 -0.761244 -0.043241 -0.8 1.4 -0.3 0.30
C 0.194197 -1.433321 -0.686471 1.7 -0.5 1.8 -0.43
C -0.564001 1.493873 0.345095 0.0 -3.3 -1.4 -0.43
C 1.618933 -1.140008 -0.224096 -1.5 1.1 2.5 -0.45
H 2.769582 0.296751 0.906928 0.1 0.1 -0.1 0.42
H 1.930701 -2.053013 0.273872 0.5 0.1 0.1 0.37
H 0.283195 -2.450742 -1.039819 -1.5 0.1 -1.2 0.33
H 2.244276 -0.823190 -0.974524 1.5 -0.3 -2.4 0.35
H -0.663598 1.654232 1.372494 -0.7 0.2 1.5 0.46
H -2.600325 1.820006 -0.295770 -0.9 1.0 0.1 0.32
H -1.556002 1.197596 -1.511056 1.0 0.4 -3.6 0.36
H 1.152608 0.099280 1.687305 1.0 -0.5 -1.8 0.31